--- w ---
2 unconnected molecules or ions with the total composition C4H9O3, computed with ωB97M-V/def2-TZVPD.

The HOMO-LUMO gap is 7.5 eV. As for the total charge: -1.

Atoms and positions in Å:
C -1.53957 -0.49770 0.14084
C -0.86107 -1.95074 0.28898
O -2.39769 -0.31136 1.13346
H -0.69606 0.27530 -0.03641
H -2.21650 -0.58947 -0.78364
H -1.08808 -2.78889 -0.42334
H -1.84251 -0.45085 1.88605
H -0.96684 -2.40657 1.25029
H 0.30386 -1.73659 0.04649
C 1.85176 1.18650 -1.08284
C 1.28619 1.76931 0.18102
O 1.49377 1.14925 1.25076
O 0.83379 2.93476 0.02995
H 1.98005 1.93631 -1.79187
H 1.01191 0.51621 -1.36526
H 2.84698 0.96451 -0.72450

--- x ---
2 unconnected molecules or ions with the total composition C4H9O3, computed with ωB97M-V/def2-TZVPD.

The HOMO-LUMO gap is 6.8 eV. As for the total charge: -1.

Atoms and positions in Å:
C 0.48376 -0.79391 -1.18111
C 1.52852 0.34692 -1.14866
C -0.52285 -0.63208 -2.35441
O -0.96974 -1.71805 -2.81220
O -0.83872 0.53091 -2.68181
H 0.92204 -1.79060 -1.16269
H -0.11087 -0.69934 -0.27348
H 1.51717 0.86050 -2.10303
H 2.52951 -0.04078 -0.93900
H 1.25272 1.06084 -0.37303
C -1.05882 0.79015 2.71734
O -0.30317 -0.09917 1.87258
H -0.82226 -0.88700 1.66515
H -0.67946 0.64712 3.72640
H -0.78977 1.77230 2.33458
H -2.13805 0.65220 2.71339

Going by the computed energies, the most stable comes first: x, w.